Entry 1:
{"formula": "C3H13N4S", "method": "the ωB97M-V functional and the def2-TZVPD basis", "lumo_energy_ev": -3.32, "total_energy_ev": -20110.956, "charge": 1, "mol_weight_da": 137.2, "homo_energy_ev": -12.36, "symbols": ["S", "N", "N", "N", "N", "C", "C", "C", "H", "H", "H", "H", "H", "H", "H", "H", "H", "H", "H", "H", "H"], "coordinates": [[2.5664, -0.8569, -0.6838], [-2.6198, 0.7432, 0.5599], [-0.9304, -1.0678, 1.5299], [-0.3453, -1.4656, -0.6948], [-1.1215, 1.0641, -1.4651], [-1.2620, 0.7959, -0.0175], [-0.7302, -0.6400, 0.2852], [3.0092, 0.5184, 0.4991], [-3.2054, -0.0239, 0.1667], [-1.2538, -0.2455, 2.1701], [3.7312, -1.0026, -1.3536], [-0.4344, -1.8191, 1.9237], [-0.4609, 1.3847, 0.4846], [-3.0281, 1.6322, 0.4249], [0.0570, -2.4070, -0.5627], [-1.8422, 0.5288, -2.0550], [-0.1028, -1.2086, -1.6344], [3.6113, 1.2577, -0.0165], [-1.1873, 2.0635, -1.7223], [3.5270, 0.0016, 1.2694], [2.0222, 0.7469, 0.8923]]}

---

Entry 2:
{"formula": "C3H13NO2", "method": "the ωB97M-V functional and the def2-TZVPD basis", "lumo_energy_ev": 0.82, "total_energy_ev": -8904.919, "charge": 0, "smiles": "CCNC.O.O", "mol_weight_da": 95.1, "homo_energy_ev": -9.64, "symbols": ["O", "O", "N", "C", "C", "C", "H", "H", "H", "H", "H", "H", "H", "H", "H", "H", "H", "H", "H"], "coordinates": [[-2.4567, 1.3444, -1.3561], [-2.3218, -0.5549, 0.9425], [0.5549, -0.6892, 0.7258], [0.5267, 0.4695, -0.1809], [1.7595, -0.6738, 1.6422], [0.4822, 0.0648, -1.6426], [2.3902, 0.2886, 1.7510], [-2.5349, 0.3209, -1.2177], [-2.8618, 0.3163, 0.9156], [1.3923, -0.7766, 2.6235], [1.5133, 0.3715, -2.0658], [-0.2345, 0.5046, -2.3007], [2.5781, -1.4845, 1.4544], [0.5915, -1.5583, 0.1178], [-0.3083, 1.1083, 0.0660], [1.4773, 1.0801, -0.1567], [-1.4308, -0.5525, 1.1129], [0.6667, -1.0089, -1.8722], [-1.7838, 1.4298, -0.5588]]}

---

Entry 3:
{"formula": "C3H13NO2", "method": "the ωB97M-V functional and the def2-TZVPD basis", "lumo_energy_ev": 0.56, "total_energy_ev": -8904.515, "charge": 0, "smiles": "CN(C)C.O.O", "mol_weight_da": 95.1, "homo_energy_ev": -9.17, "symbols": ["O", "O", "N", "C", "C", "C", "H", "H", "H", "H", "H", "H", "H", "H", "H", "H", "H", "H", "H"], "coordinates": [[-0.1207, 2.2447, -4.0734], [2.3340, 1.8737, -1.5569], [-0.3083, -1.1373, 1.3106], [-1.7348, -0.9088, 0.8960], [-0.2043, -2.4935, 1.8850], [-0.0121, -0.1364, 2.2761], [-0.3964, 1.5857, -4.8399], [-0.0360, 0.8366, 1.7566], [-0.6822, 2.0235, -3.3673], [-0.6996, -0.0356, 3.1736], [2.6252, 1.7997, -0.7459], [-0.6778, -3.1187, 1.0858], [0.9570, -0.0219, 2.9054], [-0.8507, -2.8188, 2.6548], [-2.4080, -1.7741, 0.6311], [-1.7786, -0.1339, 0.0419], [1.7029, 1.1003, -1.5457], [0.7854, -2.7483, 2.1225], [-2.3826, -0.4489, 1.6529]]}

---

Entry 4:
{"formula": "C3H13NO2", "method": "the ωB97M-V functional and the def2-TZVPD basis", "lumo_energy_ev": 0.57, "total_energy_ev": -8904.935, "charge": 0, "smiles": "CCNC.O.O", "mol_weight_da": 95.1, "homo_energy_ev": -8.22, "symbols": ["O", "O", "N", "C", "C", "C", "H", "H", "H", "H", "H", "H", "H", "H", "H", "H", "H", "H", "H"], "coordinates": [[-0.7979, -2.1098, 1.8614], [1.3433, -3.9152, 1.2237], [0.3061, 0.9172, -0.4388], [1.3941, 1.4291, 0.5654], [-0.5511, 1.7200, -1.2199], [-1.6648, 0.8525, -1.8536], [1.6774, 0.6278, 1.2396], [-1.6229, -2.1445, 1.3335], [-2.1932, 1.4721, -2.6871], [0.0971, 2.3323, -1.8769], [-1.2748, -0.0787, -2.2573], [2.2643, 1.6135, 0.0294], [-2.1877, 0.7058, -0.8819], [0.5474, -0.0692, -0.8654], [-0.5465, -1.1427, 2.1991], [-0.9551, 2.3899, -0.4283], [0.9359, -3.0712, 1.4612], [0.8757, 2.2618, 1.1302], [2.3526, -3.7906, 1.4656]]}